The following is a DFT calculation (the ωB97M-V functional and the def2-TZVPD basis) of a structure of composition C28H27CoINO2P.

Output
- 2S+1: 1
- M: 626.34 g/mol
- Net charge: +1
- LUMO (alpha / beta): -5.01 / -5.22 eV
- Energy relative to the best compared isomer or geometry (same formula, charge and spin): 0.4260 eV

Atoms and positions in Å:
Co -2.0483 0.8387 1.4537
N -2.9939 1.0446 -0.2847
C -3.4331 -0.1841 -0.8968
C -4.4827 -0.2132 -1.7974
C -4.8832 -1.4238 -2.3440
C -4.2498 -2.6080 -1.9865
C -3.2157 -2.5827 -1.0681
C -2.7998 -1.3652 -0.5342
P -1.5336 -1.2297 0.7248
C -1.4837 -2.7285 1.6941
C -0.6998 -3.7950 1.2468
C -0.7118 -4.9849 1.9585
C -1.4799 -5.1025 3.1120
C -2.2486 -4.0360 3.5597
C -2.2523 -2.8433 2.8522
C 0.0695 -1.0459 -0.0476
C 0.2028 -0.8237 -1.4172
C 1.4658 -0.6092 -1.9532
C 2.5802 -0.5963 -1.1273
C 2.4494 -0.8146 0.2426
C 1.1981 -1.0354 0.7861
H -2.1334 1.4633 -0.7480
H -3.7053 1.7632 -0.3408
H -4.9850 0.7085 -2.0723
H -5.7071 -1.4426 -3.0462
H -4.5765 -3.5505 -2.4073
H -2.7408 -3.5051 -0.7555
H -0.0908 -3.6960 0.3558
H -0.1153 -5.8214 1.6137
H -1.4700 -6.0304 3.6718
H -2.8419 -4.1301 4.4607
H -2.8454 -2.0049 3.1986
H -0.6679 -0.8325 -2.0627
H 1.5755 -0.4374 -3.0170
H 3.5595 -0.4085 -1.5505
H 3.3236 -0.8017 0.8809
H 1.0907 -1.2108 1.8524
I -3.2203 0.7311 3.5551
C 5.5504 3.3743 -0.7184
C 4.0713 3.1354 -0.5404
C 3.1904 3.2179 -1.6086
C 1.8291 2.9716 -1.4785
C 0.9891 3.1739 -2.7248
C 1.3232 2.6023 -0.2142
C 2.1997 2.5834 0.9087
C 1.8075 2.3311 2.3520
C 3.5471 2.8393 0.7071
C -0.0937 2.1506 -0.1281
O -0.8044 2.0360 -1.1328
O -0.5589 1.8177 1.0604
H 5.7704 3.8080 -1.6935
H 6.1026 2.4348 -0.6351
H 5.9346 4.0431 0.0535
H 3.5726 3.4966 -2.5857
H 1.6263 3.5098 -3.5414
H 0.2190 3.9276 -2.5561
H 0.4693 2.2691 -3.0305
H 0.9950 2.9789 2.6709
H 2.6680 2.5188 2.9938
H 1.4788 1.3052 2.5147
H 4.2135 2.8189 1.5649

These are the Mulliken partial charges, in e, on atoms 1 to 5:
1. Co -0.5514
2. N -0.0476
3. C 0.4971
4. C -0.7995
5. C -0.6655

***

The following is a DFT calculation (the ωB97M-V functional and the def2-TZVPD basis) of a structure of composition C27H45AuOSi4Te in a non-equilibrium geometry.

Output
- 2S+1: 3
- M: 822.57 g/mol
- LUMO (alpha / beta): -0.66 / -1.42 eV
- Energy relative to the best compared isomer or geometry (same formula, charge and spin): 0.0000 eV

Atoms and positions in Å:
C 0.8868 -2.6246 1.4874
C -0.4655 -2.9119 1.1651
C -0.7173 -2.5286 -0.1667
H -1.1864 -3.3994 1.8276
C 0.5038 -2.0244 -0.7428
C 1.5263 -2.0663 0.3256
H 2.5997 -1.9919 0.1552
H 1.3748 -2.8300 2.4342
H -1.6747 -2.6140 -0.6811
H 0.7350 -1.9243 -1.8032
C -1.0863 2.5611 -0.3487
C -1.2311 2.8242 1.0090
C 0.0314 2.5196 1.6979
H -2.0865 3.2933 1.4892
C 0.9798 2.0914 0.6309
C 0.2450 2.1222 -0.6311
H 0.6909 2.0792 -1.6272
H -1.8506 2.7182 -1.1090
H 0.3536 3.0122 2.6142
H 2.0566 2.2363 0.7111
Au 0.8093 0.0251 0.0433
O -1.1385 0.1672 -2.2177
C -1.5669 -0.7393 -3.1610
C -0.4985 -1.1917 -4.1232
H -1.9253 -1.6433 -2.6394
H -2.3573 -0.2177 -3.7401
H -0.1664 -2.2295 -4.0371
H 1.2350 -1.9527 -6.0162
C 0.8758 -0.9232 -6.1376
C 0.0303 -0.3746 -5.1040
C -0.2862 1.0263 -5.1856
H -0.8065 1.4789 -4.3374
C 0.0430 1.7546 -6.3148
H -0.2366 2.8060 -6.3772
C 0.7237 1.1500 -7.3871
H 0.9299 1.7162 -8.2963
C 1.1642 -0.1836 -7.2735
H 1.7331 -0.6394 -8.0896
C 3.3762 0.1312 4.5927
Si 1.9660 1.0676 5.4166
C 2.1114 0.9835 7.2936
C 1.9929 2.8745 4.8907
Si 0.0148 -0.0362 4.7623
Te -0.7885 0.4049 2.4326
Si 0.0198 -2.2187 5.6899
C 0.0174 -2.1413 7.5756
C -1.5209 -3.1340 5.1076
C 1.5123 -3.2585 5.1989
Si -1.9077 1.1194 5.4373
C -2.0017 0.9870 7.3232
C -1.8789 2.9511 5.0096
C -3.4387 0.2840 4.7198
H 4.3106 0.6660 4.8192
H 3.2568 0.1026 3.5004
H 3.4765 -0.8998 4.9532
H 3.0245 1.5325 7.5675
H 1.2667 1.4680 7.8014
H 2.2059 -0.0399 7.6767
H 2.1881 2.9745 3.8150
H 1.0655 3.4081 5.1304
H 2.8143 3.3627 5.4381
H -0.8703 -1.6516 7.9904
H 0.0220 -3.1815 7.9349
H 0.9046 -1.6467 7.9878
H -1.4509 -3.3907 4.0419
H -1.5846 -4.0727 5.6792
H -2.4482 -2.5723 5.2694
H 1.3909 -3.6858 4.1970
H 2.4601 -2.7123 5.2334
H 1.5793 -4.0996 5.9031
H -1.1430 1.4536 7.8222
H -2.9079 1.5301 7.6296
H -2.0930 -0.0455 7.6783
H -1.9032 3.1453 3.9307
H -2.7831 3.3956 5.4538
H -1.0103 3.4677 5.4361
H -3.4583 0.2824 3.6210
H -3.5473 -0.7523 5.0651
H -4.3083 0.8580 5.0747

These are the Mulliken partial charges, in e, on atoms 1 to 5:
1. C -0.1126
2. C -0.4794
3. C -0.5130
4. H 0.3861
5. C -0.6827

***

The following is a DFT calculation (the ωB97M-V functional and the def2-TZVPD basis) of the molecule C2H7N3S in a non-equilibrium geometry.

Output
- 2S+1: 1
- M: 105.17 g/mol
- SMILES: CS/N=C\NN
- LUMO: 0.95 eV
- Energy relative to the best compared isomer or geometry (same formula, charge and spin): 1.5725 eV

Atoms and positions in Å:
C 2.6959 0.0721 -0.0492
S 0.9913 -0.5133 0.0072
N 0.1776 0.9799 0.0531
C -1.0640 1.1282 0.0346
N -2.0998 0.2329 -0.1396
N -1.9961 -1.1608 0.0477
H 2.8950 0.3851 0.9903
H 2.7513 0.9428 -0.7077
H 3.4383 -0.6856 -0.2975
H -1.4965 2.1221 0.0983
H -3.0222 0.5941 0.0558
H -1.3861 -1.3042 0.8249
H -1.4037 -1.4070 -0.7203

These are the Mulliken partial charges, in e, on atoms 1 to 5:
1. C -0.7984
2. S -0.1045
3. N -0.4578
4. C 0.1124
5. N -0.0783

***

The following is a DFT calculation (the ωB97M-V functional and the def2-TZVPD basis) of the molecule C3H6N2O2.

Output
- 2S+1: 1
- M: 102.09 g/mol
- SMILES: [H]/N=C/OCC(N)=O
- LUMO: 0.95 eV
- Energy relative to the best compared isomer or geometry (same formula, charge and spin): 1.2930 eV

Atoms and positions in Å:
H 1.9222 0.8843 -1.7318
N 1.3168 0.3896 -1.0822
C 1.7100 0.5732 0.1085
O 1.1018 0.0296 1.1686
C -0.0405 -0.7588 0.8616
C -1.2139 0.1219 0.4216
N -1.8514 -0.3071 -0.7104
O -1.5780 1.0662 1.0924
H 2.5636 1.1714 0.4379
H 0.2169 -1.5098 0.1094
H -0.3126 -1.2481 1.7987
H -2.5592 0.3277 -1.0551
H -1.2756 -0.7402 -1.4192

These are the Mulliken partial charges, in e, on atoms 1 to 5:
1. H 0.2316
2. N -0.5471
3. C 0.0467
4. O -0.3458
5. C -0.3598

***

The following is a DFT calculation (the ωB97M-V functional and the def2-TZVPD basis) of a structure of composition C12H10ClN3Zn in a non-equilibrium geometry.

Output
- 2S+1: 1
- M: 297.08 g/mol
- Net charge: -2
- LUMO: 4.45 eV
- Energy relative to the best compared isomer or geometry (same formula, charge and spin): 0.0000 eV

Atoms and positions in Å:
C -1.0949 0.4152 -2.8389
C 0.0488 -0.1471 -2.2164
C 0.6380 0.8484 -1.3744
H 0.3910 -1.1659 -2.3179
C -0.1520 2.0297 -1.4875
C -1.2384 1.7476 -2.3607
H -2.0094 2.4462 -2.6673
H -1.7681 -0.1027 -3.5066
H 1.5522 0.7371 -0.8126
H 0.0093 2.9629 -0.9534
Zn 0.0566 -1.3013 0.9900
Cl -1.4483 -2.2647 -0.2504
C 1.4207 -1.7927 2.4804
C 1.9055 -0.4337 2.4610
C 2.8225 -0.3142 1.3780
H 1.7779 0.3061 3.2559
C 2.8123 -1.5140 0.6298
C 1.8823 -2.4138 1.2266
H 1.7507 -3.4645 0.9884
H 1.0565 -2.3582 3.3523
H 3.5192 0.5183 1.2343
H 3.4614 -1.7193 -0.2186
N -1.3829 0.4652 1.2854
C -2.3824 1.0244 0.9756
N -3.3604 1.7770 0.6753
C -4.5856 1.7888 0.2476
N -5.6826 1.9255 -0.1757

These are the Mulliken partial charges, in e, on atoms 1 to 5:
1. C -0.7290
2. C -0.7471
3. C -0.2440
4. H 0.4724
5. C -0.9037

***

The following is a DFT calculation (the ωB97M-V functional and the def2-TZVPD basis) of a structure of composition C33H38CeN4 in a non-equilibrium geometry.

Output
- 2S+1: 2
- M: 630.81 g/mol
- Net charge: -1
- LUMO (alpha / beta): 1.93 / 1.94 eV

Atoms and positions in Å:
Ce 0.0078 -0.4708 0.5325
N 1.1906 -3.6037 4.4382
N -0.5005 -2.5663 -1.5760
C 1.1856 1.9082 0.3263
C 2.2565 1.0146 0.6438
C 2.2449 0.7970 2.0782
C 3.1581 0.0308 2.8445
H 4.0489 -0.3243 2.3286
H 2.4213 -1.4942 3.3552
H 3.3028 0.3301 3.8836
C 1.0607 1.4305 2.5925
C 0.6502 1.4187 4.0200
H 1.1389 2.2247 4.5925
H 0.9208 0.4706 4.5005
H -0.4346 1.5453 4.1302
C 0.4502 2.1554 1.5436
C -0.6327 3.1603 1.7351
H -1.5283 2.6955 2.1670
H -0.9179 3.6261 0.7856
H -0.3200 3.9701 2.4182
C 3.2998 0.5013 -0.2829
H 4.2321 1.0857 -0.2001
H 2.9807 0.5516 -1.3345
H 3.5584 -0.5424 -0.0542
C 0.9824 2.6102 -0.9768
H -0.0824 2.8165 -1.1591
H 1.3584 2.0136 -1.8195
H 1.5168 3.5790 -1.0041
C 0.0817 -4.0411 5.0023
H 0.0838 -4.1276 6.1091
C -1.0742 -4.3974 4.2722
H -1.9033 -4.8930 4.7843
C -1.0747 -4.1743 2.8890
H -1.8873 -4.5555 2.2617
C -0.0050 -3.5002 2.3084
H 0.0454 -3.2628 1.2346
C 1.1564 -3.2125 3.1165
C 2.1064 -2.2899 2.6905
H 2.5162 -2.2841 1.6568
C -0.6209 -1.2897 -1.9565
C 0.5210 -3.1162 -2.3888
H 1.2147 -3.8669 -2.0121
C 0.6349 -2.3949 -3.5272
H 1.1049 -2.6561 -4.4768
N -0.0377 -1.1877 -3.2295
C -0.1049 0.0054 -3.9303
C 0.9980 0.4566 -4.6889
C 0.8842 1.6948 -5.3285
H 1.6925 2.0618 -5.9834
C -0.2599 2.4831 -5.1581
C -0.4774 3.6896 -5.9959
H -1.0162 4.4585 -5.4417
H -1.0728 3.4293 -6.8767
H 0.4786 4.0805 -6.3386
C -1.2444 2.0963 -4.2366
H -2.0922 2.7626 -4.0202
C -1.1824 0.8576 -3.6067
C -2.1778 0.5226 -2.5410
H -2.2748 -0.5654 -2.2747
H -3.1733 0.8715 -2.8453
H -1.9554 1.0697 -1.6004
C 2.3075 -0.2755 -4.6492
H 2.2219 -1.3234 -4.9533
H 2.7603 -0.2506 -3.6395
H 3.0274 0.1832 -5.3395
C -4.4964 -0.5430 3.2820
C -4.4112 0.1255 2.0623
C -3.1732 0.2890 1.4350
N -2.0321 -0.2557 1.9600
C -2.0888 -0.7683 3.2247
C -3.3080 -0.9746 3.8794
H -5.4598 -0.7174 3.7665
H -5.3016 0.5210 1.5691
H -3.0462 0.8481 0.4987
H -1.1328 -1.0367 3.6867
H -3.3006 -1.4808 4.8405

These are the Mulliken partial charges, in e, on atoms 1 to 5:
1. Ce 0.5777
2. N -0.7589
3. N -0.6334
4. C 0.7284
5. C 0.2899

***

| no. | total energy (eV) |
| --- | --- |
| 1 | -90071.5254 |
| 2 | -73268.7387 |
| 3 | -17491.3393 |
| 4 | -10283.5045 |
| 5 | -78015.9192 |
| 6 | -53721.5127 |